1.
Molecular formula: C13H13N2O5Ti
Method: DFT, wB97M-V/def2-TZVPD

Positions of all 34 atoms, in Å:
Ti  0.08  -0.12  0.25
O  -0.64  2.03  -0.42
C  0.23  2.45  -1.48
C  0.41  1.33  -2.50
N  0.88  0.12  -1.82
C  2.32  0.09  -1.52
C  2.38  -0.21  -0.01
O  3.00  -1.15  0.44
O  1.64  0.64  0.68
C  0.33  -1.12  -2.39
C  -1.15  -1.22  -1.94
O  -1.99  -1.75  -2.63
O  -1.34  -0.66  -0.77
H  -1.54  1.95  -0.77
H  -0.15  3.35  -1.96
H  1.18  2.68  -1.00
H  -0.56  1.12  -2.96
H  1.09  1.65  -3.29
H  2.85  -0.69  -2.08
H  2.79  1.05  -1.73
H  0.39  -1.16  -3.48
H  0.86  -1.97  -1.97
N  -1.44  -5.48  5.15
C  -1.15  -4.66  4.40
C  -0.81  -3.63  3.46
C  -1.22  -2.32  3.70
C  -0.89  -1.33  2.78
C  -0.16  -1.60  1.62
C  0.24  -2.93  1.42
C  -0.07  -3.93  2.32
H  -1.78  -2.09  4.59
H  -1.22  -0.31  2.99
H  0.84  -3.19  0.55
H  0.26  -4.95  2.16

As for the spin multiplicity: 2. The calculation puts the gap between HOMO and LUMO (spin up / spin down) at 8.10 / 8.84 eV. The calculation puts the HOMO energy (spin up / spin down) at -8.18 / -9.20 eV. The value obtained for the LUMO energy (spin up / spin down) is -0.0026 / -0.0132 hartree.

2.
Molecular formula: C23H39CeN7O3
Method: DFT, wB97M-V/def2-TZVPD

Positions of all 73 atoms, in Å:
Ce  -0.78  -0.24  0.16
C  -0.30  -1.73  -4.36
C  -0.36  -1.02  -3.05
N  -0.69  -1.57  -1.93
C  -1.17  -2.97  -1.96
C  -1.13  -3.60  -0.59
N  -1.53  -2.65  0.48
C  -2.96  -2.69  0.89
C  -3.18  -1.58  1.90
N  -3.05  -0.27  1.21
C  -2.95  0.90  2.12
C  -2.92  2.16  1.28
N  -1.98  1.93  0.17
C  -1.79  2.82  -0.73
C  -2.38  4.19  -0.71
C  -0.92  2.37  -1.87
C  -0.34  3.20  -2.81
C  0.37  2.63  -3.86
C  0.43  1.24  -3.98
C  -0.19  0.47  -3.00
N  -0.80  1.03  -1.95
H  -1.27  -2.16  -4.58
H  0.42  -2.56  -4.32
H  -0.03  -1.08  -5.18
H  -0.58  -3.58  -2.65
H  -2.19  -2.95  -2.37
H  -0.12  -3.94  -0.36
H  -1.76  -4.49  -0.56
H  -1.00  -2.89  1.30
H  -3.21  -3.66  1.33
H  -3.60  -2.56  0.01
H  -2.42  -1.61  2.69
H  -4.15  -1.68  2.41
H  -3.86  -0.14  0.60
H  -2.02  0.79  2.71
H  -3.76  0.92  2.84
H  -2.63  3.02  1.89
H  -3.91  2.38  0.88
H  -3.43  4.14  -0.40
H  -2.33  4.68  -1.68
H  -1.86  4.81  0.03
H  -0.46  4.27  -2.75
H  0.84  3.25  -4.61
H  0.91  0.78  -4.82
C  3.24  -3.19  3.06
N  1.99  -2.40  3.00
C  1.21  -2.41  4.26
C  1.58  -1.78  1.94
O  0.44  -1.18  1.89
C  2.38  -1.77  0.65
O  1.84  -0.79  -0.24
C  2.66  0.36  -0.44
C  1.97  1.56  0.17
O  0.77  1.38  0.59
N  2.58  2.71  0.22
C  1.97  3.89  0.87
C  3.97  2.88  -0.25
H  3.89  -2.74  3.81
H  3.75  -3.22  2.10
H  2.98  -4.20  3.36
H  1.91  -2.21  5.07
H  0.77  -3.39  4.40
H  0.45  -1.64  4.23
H  2.32  -2.75  0.17
H  3.44  -1.58  0.83
H  2.79  0.51  -1.52
H  3.65  0.22  -0.02
H  1.03  3.62  1.33
H  1.84  4.67  0.11
H  2.67  4.26  1.62
H  4.13  2.36  -1.19
H  4.67  2.52  0.52
H  4.14  3.94  -0.41

As for the total charge: +4. The calculation puts the gap between HOMO and LUMO at 7.42 eV. The calculation puts the HOMO energy at -21.27 eV. The value obtained for the LUMO energy is -0.5089 hartree.

3.
Molecular formula: C18H22CsN4O4STe
Method: DFT, wB97M-V/def2-TZVPD

Positions of all 51 atoms, in Å:
Cs  -1.14  0.24  1.41
O  0.57  -1.75  4.91
S  0.34  -1.92  3.48
O  0.89  -3.17  2.95
O  -1.12  -1.81  3.15
O  1.01  -0.76  2.74
Te  2.48  -0.84  0.63
C  3.96  -0.70  -0.93
C  3.77  0.18  -1.99
C  4.67  0.24  -3.05
C  5.79  -0.58  -3.06
C  6.00  -1.45  -2.00
C  5.09  -1.52  -0.95
C  3.96  -0.93  2.12
C  5.06  -0.07  2.10
C  6.02  -0.15  3.09
C  5.89  -1.07  4.12
C  4.79  -1.92  4.15
C  3.83  -1.86  3.15
H  2.91  0.84  -1.99
H  4.49  0.93  -3.87
H  6.49  -0.53  -3.88
H  6.87  -2.10  -1.99
H  5.26  -2.21  -0.14
H  5.16  0.65  1.30
H  6.87  0.53  3.06
H  6.64  -1.12  4.90
H  4.67  -2.63  4.95
H  2.96  -2.52  3.18
C  -3.62  1.45  -1.99
N  -3.96  1.03  -0.63
C  -4.78  2.09  -0.02
N  -6.00  2.35  -0.79
C  -5.61  2.73  -2.15
N  -4.81  1.69  -2.81
C  -5.60  0.46  -2.84
N  -5.99  0.02  -1.50
C  -4.77  -0.19  -0.71
C  -6.76  1.10  -0.88
H  -3.02  0.67  -2.46
H  -3.02  2.37  -1.95
H  -4.20  3.01  0.03
H  -5.06  1.78  0.99
H  -5.03  3.65  -2.11
H  -6.51  2.91  -2.74
H  -5.01  -0.33  -3.32
H  -6.50  0.63  -3.44
H  -4.18  -0.98  -1.18
H  -5.05  -0.50  0.29
H  -7.05  0.79  0.13
H  -7.67  1.27  -1.46

As for the total charge: -1. As for the energy above the lowest of the compared OMol25 structures with the same formula, charge and spin: 49.0 kJ/mol. The calculation puts the gap between HOMO and LUMO at 5.91 eV. The calculation puts the HOMO energy at -4.38 eV. The value obtained for the LUMO energy is 0.0561 hartree.

4.
Molecular formula: C17H27N3O3S
Method: DFT, wB97M-V/def2-TZVPD

Positions of all 51 atoms, in Å:
C  6.57  0.72  -1.15
C  6.04  0.73  0.28
N  4.80  0.00  0.41
C  3.57  0.57  0.28
S  3.40  2.21  0.22
N  2.56  -0.33  0.25
C  1.17  -0.20  0.20
C  0.48  1.01  0.18
C  -0.90  1.06  0.12
O  -1.61  2.22  0.06
C  -0.90  3.45  -0.01
C  -1.93  4.56  -0.14
C  -1.64  -0.14  0.11
N  -3.03  -0.09  0.00
C  -3.79  0.62  1.01
C  -5.15  1.00  0.44
O  -5.86  -0.14  0.01
C  -5.12  -0.84  -0.97
C  -3.75  -1.28  -0.43
C  -0.95  -1.35  0.14
C  0.44  -1.39  0.17
O  1.19  -2.55  0.19
C  0.52  -3.80  0.16
C  1.57  -4.89  0.16
H  7.50  1.27  -1.21
H  5.84  1.18  -1.82
H  6.75  -0.30  -1.48
H  5.84  1.76  0.59
H  6.77  0.29  0.96
H  4.86  -1.00  0.29
H  2.82  -1.31  0.29
H  1.06  1.92  0.20
H  -0.30  3.59  0.90
H  -0.23  3.45  -0.88
H  -2.53  4.40  -1.03
H  -1.43  5.52  -0.21
H  -2.59  4.56  0.72
H  -3.25  1.52  1.30
H  -3.93  -0.02  1.90
H  -5.77  1.47  1.20
H  -5.01  1.69  -0.40
H  -5.72  -1.70  -1.25
H  -4.96  -0.20  -1.85
H  -3.20  -1.77  -1.23
H  -3.91  -1.99  0.40
H  -1.51  -2.27  0.15
H  -0.14  -3.90  1.04
H  -0.10  -3.86  -0.75
H  2.18  -4.82  1.06
H  1.09  -5.86  0.13
H  2.22  -4.78  -0.71

As for the SMILES: CCNC(=S)Nc1cc(OCC)c(N2CCOCC2)cc1OCC. As for the energy above the lowest of the compared OMol25 structures with the same formula, charge and spin: 226.6 kJ/mol. The calculation puts the gap between HOMO and LUMO at 7.69 eV. The calculation puts the HOMO energy at -7.09 eV. The value obtained for the LUMO energy is 0.0219 hartree.

5.
Molecular formula: C7H13I2N2
Method: DFT, wB97M-V/def2-TZVPD

Positions of all 24 atoms, in Å:
C  0.34  -1.36  0.90
C  1.16  1.13  2.33
C  -1.81  -0.62  -0.19
C  1.61  0.75  1.16
C  2.61  1.56  0.26
C  -2.22  -0.04  -2.52
C  -1.22  -0.24  -1.43
N  -1.13  -1.26  0.77
N  1.08  -0.36  0.37
I  -3.72  -0.18  0.46
I  0.80  -3.42  0.00
H  0.61  -1.61  1.96
H  1.73  1.82  2.88
H  0.39  0.63  2.99
H  3.55  1.05  -0.07
H  3.03  2.36  0.82
H  2.00  1.94  -0.53
H  -2.67  -0.93  -2.66
H  -1.59  0.21  -3.33
H  -2.84  0.84  -2.35
H  -0.61  0.55  -1.14
H  -0.61  -1.07  -1.61
H  -1.68  -1.56  1.63
H  1.19  -0.18  -0.69

As for the total charge: +1. As for the energy above the lowest of the compared OMol25 structures with the same formula, charge and spin: 153.4 kJ/mol. The calculation puts the gap between HOMO and LUMO at 7.58 eV. The calculation puts the HOMO energy at -12.44 eV. The value obtained for the LUMO energy is -0.1784 hartree.

6.
Molecular formula: C8H8N4
Method: DFT, wB97M-V/def2-TZVPD

Positions of all 20 atoms, in Å:
C  1.71  0.96  -0.05
C  -2.34  0.97  -1.23
C  -1.69  2.15  -1.06
C  -1.71  -0.23  -1.01
C  -0.37  2.19  -0.67
C  -0.41  -0.27  -0.49
C  0.28  0.98  -0.45
C  2.03  -1.82  1.46
N  2.83  1.04  0.19
N  0.22  -1.45  -0.14
N  -0.16  -1.16  2.32
N  0.63  -1.51  1.55
H  -3.25  1.00  -1.66
H  -2.04  3.08  -1.41
H  -2.31  -1.16  -1.18
H  0.04  3.10  -0.49
H  2.22  -1.79  2.56
H  2.21  -2.88  1.03
H  2.55  -1.01  0.88
H  -0.44  -2.19  -0.15

As for the spin multiplicity: 3. As for the energy above the lowest of the compared OMol25 structures with the same formula, charge and spin: 86.8 kJ/mol. The calculation puts the gap between HOMO and LUMO (spin up / spin down) at 6.23 / 7.84 eV. The calculation puts the HOMO energy (spin up / spin down) at -5.97 / -9.56 eV. The value obtained for the LUMO energy (spin up / spin down) is 0.0096 / -0.0632 hartree.

| no. | M (g/mol) |
| --- | --- |
| 1 | 325.1 |
| 2 | 601.7 |
| 3 | 651.0 |
| 4 | 353.5 |
| 5 | 379.0 |
| 6 | 160.2 |